[1]
ORCA calculation (the ωB97M-V functional and the def2-TZVPD basis) on a structure of composition C28H23N6O3S5Ti.

Computed properties:
highest occupied orbital energy = -10.20 eV
relative energy (zero: lowest compared OMol25 entry of this formula, charge and spin) = 0.0236 eV
total charge = +1
LUMO = -4.0 eV
frontier orbital gap = 6.155 eV

Last column: Löwdin charge in e.
Geometry (Å):
Ti1 0.2524 0.2997 -0.3145  0.75
S1 -3.4656 0.6977 -3.6848  1.00
S2 3.3473 0.8421 -4.0285  0.70
S3 -1.8646 -1.6906 -4.4800  0.99
S4 -1.8005 1.0378 -1.1653  0.78
S5 -0.0963 -1.4170 -2.0306  0.76
O1 1.9655 -1.1817 -0.1922  -0.28
O2 -3.9165 -0.7466 -5.8496  -0.02
O3 -0.4889 1.2696 1.1315  -0.26
N1 0.8424 1.4374 -3.2197  -0.01
N2 1.0515 0.5094 -5.2801  0.12
N3 2.0079 1.4405 0.5605  0.03
N4 1.2815 1.4932 -1.9038  -0.04
N5 -1.3151 -1.3144 1.7800  0.14
N6 -0.3052 -1.2749 1.0217  -0.04
C1 2.3907 1.2876 1.8243  -0.07
C2 2.0013 -4.7503 0.7262  -0.05
C3 -3.8228 -1.7013 3.0251  -0.01
C4 1.6438 -2.4351 0.3077  -0.26
C5 1.7002 0.9123 -4.1797  -0.88
C6 3.4338 2.0189 2.3681  -0.01
C7 -5.0031 -1.8389 3.7114  -0.05
C8 -5.2015 0.5402 3.9440  -0.02
C9 -3.9897 0.7077 3.2445  -0.16
C10 2.4404 -3.5549 0.1690  0.00
C11 -3.4543 2.0076 3.0048  0.02
C12 0.4275 -2.4954 0.9770  -0.20
C13 -2.1427 0.2083 -2.6510  -1.11
C14 3.6657 3.1227 0.2609  0.03
C15 -1.6057 1.0815 1.7971  -0.35
C16 0.7911 -4.8200 1.4002  -0.06
C17 -3.2408 -0.6088 -4.8794  -0.98
C18 -5.7024 -0.7129 4.1752  -0.06
C19 2.6200 2.3471 -0.2109  -0.19
C20 -2.2978 2.2007 2.3189  0.02
C21 -1.4177 -0.8731 -3.0028  -1.13
C22 -2.0647 -0.2210 2.0451  -0.14
C23 3.1624 -1.0980 -0.9932  -0.04
C24 2.1089 2.4317 -1.6033  -0.25
C25 -0.0019 -3.6914 1.5285  0.01
C26 4.0796 2.9464 1.5727  -0.01
C27 -3.2920 -0.4238 2.7801  -0.09
C28 2.4877 3.5916 -2.4498  -0.02
H1 -5.7295 1.4188 4.2933  0.12
H2 -5.4036 -2.8274 3.8935  0.11
H3 0.0502 0.3940 -5.3171  0.09
H4 2.3060 4.5085 -1.8852  0.11
H5 2.6154 -5.6342 0.6227  0.12
H6 -4.0009 2.8637 3.3821  0.13
H7 4.0200 -1.3824 -0.3850  0.11
H8 3.0656 -1.7384 -1.8682  0.10
H9 -0.1060 1.0740 -3.2482  0.06
H10 4.8982 3.5337 1.9662  0.13
H11 3.3796 -3.5238 -0.3610  0.12
H12 3.2568 -0.0705 -1.3177  0.04
H13 1.8422 0.5605 2.4098  0.13
H14 4.1474 3.8437 -0.3833  0.13
H15 3.7233 1.8583 3.3965  0.12
H16 1.9046 3.5980 -3.3656  0.09
H17 -0.9513 -3.7261 2.0409  0.11
H18 -6.6334 -0.8392 4.7103  0.11
H19 0.4614 -5.7597 1.8206  0.11
H20 3.5405 3.5464 -2.7268  0.09
H21 -3.2984 -2.5729 2.6605  0.10
H22 -1.8990 3.1868 2.1272  0.13
H23 1.5988 0.1064 -6.0211  0.11

Cartesian forces (eV/Å) of the 2 atoms listed first:
0.01 -0.41 -0.02
0.03 -0.02 0.00



[2]
ORCA calculation (the ωB97M-V functional and the def2-TZVPD basis) on a cluster of 4 separate species, C28H24BFN2O10S in total.

Computed properties:
highest occupied orbital energy = -8.68 eV
LUMO = -2.0 eV
frontier orbital gap = 6.693 eV

Last column: Löwdin charge in e.
Geometry (Å):
S1 -3.9998 4.1207 -3.4993  0.87
F1 0.3413 1.4652 -3.4158  -0.09
O1 -4.4913 -0.7105 2.5845  0.09
O2 2.8502 -4.7176 5.0256  0.10
O3 -4.2115 -2.9899 -1.9196  0.06
O4 4.7354 -2.4729 0.5898  0.06
O5 -2.6003 -1.7351 -0.2668  0.04
O6 4.4630 5.7373 -1.6817  0.10
O7 -3.9539 4.4020 3.9420  0.11
O8 1.6835 -3.0567 -2.5560  -0.22
O9 0.2919 2.7820 -0.2197  0.09
O10 -4.7516 -2.7599 0.5849  0.06
N1 -4.7871 2.9323 -2.4444  -0.27
N2 -2.3628 3.4988 -3.7404  -0.29
C1 3.2283 -2.7398 3.8020  0.02
C2 4.2259 -3.3807 -1.9917  -0.09
C3 -5.2302 2.4268 4.0903  0.03
C4 -3.0786 2.5494 2.7783  0.03
C5 -3.6629 1.9310 -2.2574  -0.24
C6 -3.2150 1.2646 2.4362  0.03
C7 0.2961 -1.1112 -1.6780  -0.13
C8 -2.5129 -0.5112 -1.1147  -0.07
C9 3.7011 -2.1762 2.6861  0.03
C10 3.0053 -2.4119 -2.5980  -0.24
C11 -3.7621 0.5491 -1.3487  0.07
C12 -2.2167 2.1985 -2.9813  -0.16
C13 3.5037 5.0570 -1.3448  -0.38
C14 -1.0667 -0.2076 -1.8280  0.02
C15 -4.3683 0.4659 2.8964  -0.35
C16 4.3573 -4.4508 1.8135  0.02
C17 3.0080 5.0652 0.0456  0.02
C18 2.7963 4.1962 -2.3136  0.03
C19 1.7469 3.4542 -1.9470  0.03
C20 3.8845 -5.0143 2.9293  0.03
C21 -5.3666 1.1420 3.7482  0.03
C22 4.3011 -2.9898 1.6100  -0.37
C23 -0.9590 1.1676 -2.7717  0.01
C24 3.2845 -4.2008 4.0054  -0.38
C25 -4.0769 3.2255 3.6301  -0.38
C26 1.2511 3.4624 -0.5566  -0.37
C27 1.9585 4.3231 0.4122  0.02
C28 0.6004 -2.1193 -2.9348  -0.19
B1 -3.8449 -2.4800 -0.5568  -0.52
H1 -5.9528 2.9377 4.7149  0.12
H2 3.9186 -6.0843 3.0948  0.12
H3 1.2168 2.8183 -2.6459  0.09
H4 -6.2072 0.5429 4.0771  0.12
H5 1.2026 -0.3349 -1.6500  0.11
H6 -2.2379 3.1485 2.4494  0.12
H7 5.0887 -2.6769 -1.5613  0.08
H8 0.9015 -1.5380 -3.9316  0.14
H9 4.7372 -4.0390 -2.8162  0.08
H10 1.5817 4.3181 1.4277  0.12
H11 3.1731 4.2012 -3.3291  0.12
H12 -2.4924 0.7538 1.8116  0.12
H13 3.0737 -1.4123 -1.9530  0.12
H14 3.5380 5.7011 0.7445  0.12
H15 -4.8030 0.3652 -0.8138  0.11
H16 -4.7890 -1.9031 1.1213  0.07
H17 4.7996 -5.0339 1.0146  0.12
H18 -5.2226 -3.1136 -1.8434  0.13
H19 3.8592 -4.0188 -1.0672  0.07
H20 2.7859 -2.1566 4.6008  0.12
H21 -0.3888 -2.7211 -3.2202  0.15
H22 3.6670 -1.1063 2.5206  0.12
H23 3.2028 -2.0842 -3.7101  0.13
H24 0.3520 -1.7444 -0.6793  0.14

Cartesian forces (eV/Å) of the 2 atoms listed first:
2.26 -3.99 1.65
-4.10 -1.28 1.48



[3]
ORCA calculation (the ωB97M-V functional and the def2-TZVPD basis) on a structure of composition C28H24Cl3CrF6N5O6S7.

Computed properties:
highest occupied orbital energy (alpha / beta) = -10.49 / -10.49 eV
2S+1 = 2
relative energy (zero: lowest compared OMol25 entry of this formula, charge and spin) = 2.5506 eV
total charge = +1
LUMO (alpha / beta) = -4.2 / -3.8 eV
frontier orbital gap (alpha / beta) = 6.246 / 6.696 eV

Last column: Löwdin charge in e.
Geometry (Å):
Cr1 0.1648 0.1162 0.4134  0.60
Cl1 -3.4602 -2.1448 2.6428  0.65
Cl2 -4.4181 0.6112 2.8160  0.64
Cl3 -2.8660 -0.5403 5.0027  0.66
S1 0.0476 0.8096 -3.6634  1.10
S2 -3.5096 -0.3228 -0.6297  0.97
S3 -2.9087 3.0624 0.4216  1.04
S4 2.6961 0.8631 -1.0978  0.65
S5 3.0214 -0.0681 1.4234  0.66
S6 1.5976 2.9916 1.5933  1.05
S7 -0.9042 -1.8855 -0.2794  0.82
F1 5.4380 -1.0981 2.1566  0.18
F2 3.2576 0.2600 -3.6782  0.14
F3 4.2816 -2.3152 0.7972  0.13
F4 3.6369 -1.2803 -2.2313  0.12
F5 4.9862 0.3989 -2.4074  0.17
F6 3.7017 -2.1602 2.8611  0.13
O1 -0.9750 1.3338 -0.4105  -0.31
O2 1.4844 0.0562 -1.1809  -0.41
O3 1.5139 1.6701 0.8438  -0.73
O4 2.6125 2.2336 -1.4561  -0.22
O5 1.8301 -0.8749 1.2023  -0.38
O6 3.0798 0.7436 2.5930  -0.26
N1 0.2084 -2.2462 2.6120  0.11
N2 3.6443 0.4609 0.0891  -0.25
N3 0.9928 -3.4359 -1.3042  -0.09
N4 -0.9956 0.0979 1.8317  0.08
N5 0.9667 -3.6013 0.8732  0.04
C1 -4.2295 4.3942 -1.3299  -0.16
C2 -4.3276 -1.3275 -1.7639  -0.37
C3 -2.6435 2.7276 -1.2545  -0.46
C4 0.7606 3.2583 -3.8559  -0.16
C5 3.7136 0.0408 -2.4457  -0.64
C6 -0.7337 1.9668 -2.6479  -0.42
C7 0.4144 -2.9644 -0.1876  -0.59
C8 0.5825 4.0768 0.5468  -0.20
C9 0.6125 -3.0389 -2.6316  -0.01
C10 0.3819 2.7584 2.9289  -0.19
C11 1.0062 2.0341 -4.3914  -0.38
C12 0.3895 -2.9182 4.8912  -0.03
C13 -3.0743 -0.4947 3.2337  -1.53
C14 0.9613 -4.4476 3.1486  0.02
C15 -0.2285 3.2177 -2.8536  -0.11
C16 -3.4170 3.4996 -2.0641  -0.09
C17 4.2117 -1.4690 1.8311  -0.63
C18 -3.9433 -1.0742 -3.0394  -0.16
C19 -1.7019 1.5835 -1.5597  -0.58
C20 0.0893 -1.9955 3.9043  -0.14
C21 -2.9620 -0.0616 -3.1229  -0.13
C22 0.7920 -4.1847 4.4974  -0.03
C23 -4.0634 4.2708 0.0107  -0.38
C24 1.9484 -4.4388 0.3935  -0.01
C25 1.9613 -4.3288 -0.9554  0.00
C26 -2.6074 0.4266 -1.9048  -0.47
C27 -1.8918 -0.0882 2.5513  -0.32
C28 0.6914 -3.4204 2.2470  -0.25
H1 0.9778 -4.9591 5.2246  0.12
H2 1.1934 4.3669 -0.3033  0.06
H3 1.6836 1.7755 -5.1807  0.07
H4 -2.5434 0.2857 -4.0484  0.09
H5 -3.4021 3.4417 -3.1377  0.13
H6 0.3202 3.6617 3.5234  0.07
H7 1.2602 4.1590 -4.1629  0.11
H8 0.8133 -1.9754 -2.7806  0.06
H9 -4.3465 -1.5713 -3.9012  0.11
H10 1.1741 -3.6213 -3.3565  0.11
H11 0.7592 1.9442 3.5390  0.06
H12 2.5684 -4.8313 -1.6785  0.14
H13 -5.0554 -2.0305 -1.4121  0.07
H14 -0.5829 2.5063 2.4999  0.03
H15 -0.4567 -3.2125 -2.7664  0.10
H16 -0.5710 4.0859 -2.3212  0.12
H17 -4.9103 5.0878 -1.7892  0.11
H18 -4.5493 4.8155 0.7928  0.06
H19 1.2638 -5.4279 2.8160  0.12
H20 -0.2712 3.4961 0.2094  0.01
H21 -0.2664 -1.0062 4.1490  0.07
H22 0.2793 -2.6591 5.9301  0.11
H23 0.2699 4.9500 1.1062  0.07
H24 2.5743 -5.0200 1.0375  0.13

Cartesian forces (eV/Å) of the 2 atoms listed first:
0.85 1.37 -3.29
0.11 0.36 0.18



Calculated max |F| in order - 0.41, 7.09, 5.33 eV/A
Calculated energy in order - -121781.7826, -67096.6611, -207292.9913 eV